Here is a 2-piece molecular cluster, C4H5NO overall at a distorted geometry from the OMol25 dataset. Energies are from the ωB97M-V functional and the def2-TZVPD basis.

For the LUMO energy, the calculation gives 0.70 eV. Its SMILES is C=C=N.C=C=O. The HOMO energy comes out at -9.3 eV.

Bonds (Å) are listed after each position.
Geometry (Å):
1 C 1.17 1.31 0.09  C2 1.262, H4 1.092, H5 1.080
2 C 0.54 1.30 1.19  C1 1.262, N3 1.205
3 N -0.41 1.14 1.91  C2 1.205, H6 1.079
4 H 1.85 0.47 -0.07  C1 1.092
5 H 0.89 1.93 -0.75  C1 1.080
6 H -0.32 1.67 2.85  N3 1.079
7 C -0.45 -1.24 -1.75  C8 1.305, H10 1.159, H11 1.075
8 C 0.37 -1.72 -0.84  C7 1.305, O9 1.189
9 O 1.20 -2.05 -0.06  C8 1.189
10 H -0.68 -0.11 -1.83  C7 1.159
11 H -0.88 -1.85 -2.52  C7 1.075